Entry 1:
Here is a structure of composition C23H43Cl2IMgN3O4Si from the OMol25 dataset. Energies are from ωB97M-V/def2-TZVPD.

Each line ends with the Löwdin charge.
Cartesian coordinates (Å):
C  -1.840  -0.307  -3.828  -0.04
H  1.742  0.197  -2.897  0.09
H  3.519  0.278  -3.111  0.08
H  -1.056  -3.887  4.816  0.08
C  -1.556  4.597  0.178  -0.28
H  2.510  -2.587  -2.505  0.09
C  0.351  -4.416  -0.008  -0.12
H  1.740  -2.287  3.064  0.09
H  2.430  4.148  -1.672  0.01
H  1.520  2.237  4.421  0.09
H  -1.721  -1.549  2.440  0.08
H  -1.347  4.634  5.259  0.09
H  -1.499  -3.381  -5.504  0.06
O  2.192  0.419  0.368  -0.12
C  -2.149  -3.245  -0.334  -0.04
C  -2.042  -4.520  0.222  -0.11
C  0.249  -3.137  -0.547  -0.05
O  -0.080  -0.475  -1.727  -0.34
C  -0.966  4.642  -2.471  -0.28
O  0.164  -1.066  1.819  -0.08
H  3.755  -2.700  -1.225  0.09
C  1.061  3.176  4.740  -0.02
C  -1.007  -2.574  -0.779  -0.16
I  -2.988  0.664  0.831  0.01
H  -0.399  4.405  -3.384  0.00
H  1.430  5.243  -2.658  0.00
H  -2.953  -5.044  0.543  0.10
C  1.619  4.892  -1.636  -0.30
C  3.343  -2.064  -2.012  -0.05
N  -0.209  3.393  4.056  -0.18
H  -2.345  4.930  -0.508  0.01
C  -1.134  -1.275  -1.607  -0.52
C  -1.236  -3.770  3.737  -0.05
Cl  -0.016  1.909  -0.829  0.45
C  -0.914  4.638  4.253  -0.04
H  2.716  1.252  -1.824  0.08
H  -1.585  2.716  2.637  0.08
H  -1.949  3.714  0.707  -0.04
C  1.143  -3.177  3.274  -0.03
H  -0.586  -1.883  -5.762  0.06
H  -1.392  5.403  0.906  0.00
H  -1.946  4.142  -2.517  0.01
H  -1.145  5.732  -2.461  0.02
C  -0.638  -2.797  -5.165  -0.14
H  4.108  -1.860  -2.770  0.09
Si  0.023  4.162  -0.828  -0.07
H  -2.903  -0.214  -3.559  0.09
H  -2.024  -0.726  -1.207  -0.01
H  -2.253  -3.397  3.576  0.10
H  0.859  3.148  5.814  0.09
Mg  0.367  0.821  1.106  0.29
C  -0.642  -1.767  2.450  -0.28
H  0.255  -3.391  -5.370  0.05
H  2.849  -1.529  0.492  0.14
H  -1.342  0.624  -3.503  0.08
H  1.334  -3.541  4.291  0.09
H  1.403  -3.980  2.568  0.08
N  -0.272  -2.840  3.162  -0.16
C  -0.599  2.567  3.112  -0.31
H  1.738  4.014  4.530  0.09
H  1.130  -2.543  -0.825  0.08
N  2.905  -0.793  -1.451  -0.16
H  -1.746  -0.418  -4.912  0.06
H  -1.709  4.685  3.499  0.09
H  -1.142  -4.766  3.276  0.08
H  -0.320  -3.359  -3.075  0.09
C  2.706  0.314  -2.380  -0.03
C  -0.735  -2.575  -3.703  -0.15
O  0.171  1.633  2.767  -0.14
H  -3.115  -2.737  -0.446  0.11
C  2.638  -0.652  -0.139  -0.26
Cl  1.184  4.264  1.037  0.23
H  -0.219  5.478  4.128  0.10
H  -0.708  -6.129  0.771  0.09
C  -0.791  -5.113  0.356  -0.15
H  1.989  5.753  -1.064  -0.01
C  -1.275  -1.492  -3.121  -0.24
H  1.352  -4.862  0.118  0.10

Computed properties:
* HOMO level: -3.210 eV
* relative energy (zero: lowest compared OMol25 entry of this formula, charge and spin): 67.3 kcal/mol
* net charge: -1
* E_LUMO: 0.078 Eh

Entry 2:
Here is a cluster of 2 separate species, C3H6N2O2S in total from the OMol25 dataset. Energies are from ωB97M-V/def2-TZVPD.

Each line ends with the Löwdin charge.
Cartesian coordinates (Å):
O  -1.115  -1.911  -1.691  -0.06
N  0.499  1.568  -0.719  -0.38
H  -0.291  -0.299  1.880  0.13
O  -1.166  -2.562  0.354  0.06
C  0.117  -0.719  -0.298  -0.58
H  1.404  -0.105  1.059  0.13
H  -1.142  1.620  0.803  0.09
H  0.366  2.478  -1.202  0.10
C  0.296  -0.004  0.993  -0.15
H  1.426  -2.261  -0.824  0.19
H  0.367  2.354  1.196  0.15
N  -0.772  -1.810  -0.519  -0.50
S  0.130  0.215  -1.648  1.07
C  -0.119  1.437  0.617  -0.26

Computed properties:
* HOMO level (alpha / beta): -8.718 / -8.112 eV
* relative energy (zero: lowest compared OMol25 entry of this formula, charge and spin): 210.3 kcal/mol
* E_LUMO (alpha / beta): -0.051 / -0.028 Eh

Entry 3:
Here is a cluster of 2 separate species, C10H20 in total from the OMol25 dataset. Energies are from ωB97M-V/def2-TZVPD.

Each line ends with the Löwdin charge.
Cartesian coordinates (Å):
H  2.635  -2.024  -3.458  0.07
H  -2.052  2.044  -0.410  0.10
H  -2.370  -0.309  2.417  0.08
H  0.597  1.188  2.495  0.08
C  1.289  -1.865  -1.730  -0.33
H  -0.042  2.861  2.527  0.08
H  0.582  -3.705  -1.036  0.11
C  -0.321  1.795  2.571  -0.08
H  -0.271  3.925  -0.027  0.08
H  2.574  -0.113  -1.906  0.07
H  1.571  -0.147  -0.423  0.06
C  -1.322  2.096  0.409  -0.16
H  0.846  0.350  -1.984  0.07
H  0.243  -1.160  0.745  0.05
H  0.769  -2.757  1.366  0.08
H  -0.795  1.595  3.547  0.07
H  1.608  -3.480  -3.277  0.07
C  -2.641  0.659  1.962  -0.07
C  -1.460  1.530  1.593  -0.37
C  0.743  -2.639  -0.827  -0.16
H  0.880  -1.929  -3.802  0.08
H  -3.130  0.467  0.993  0.07
H  0.813  2.588  0.470  0.06
H  0.075  2.583  -1.163  0.06
C  0.236  -2.245  0.547  -0.09
H  -3.360  1.169  2.625  0.08
C  -0.096  2.838  -0.103  -0.11
C  1.569  -0.334  -1.510  -0.05
H  -0.811  -2.594  0.536  0.07
C  1.641  -2.385  -3.147  -0.07

Computed properties:
* HOMO level: -8.940 eV
* relative energy (zero: lowest compared OMol25 entry of this formula, charge and spin): 36.0 kcal/mol
* structure (SMILES): CC=C(C)C.CC=C(C)C
* E_LUMO: 0.035 Eh

Entry 4:
Here is a structure of composition C51H48N3OP2RbS2Si from the OMol25 dataset. Energies are from ωB97M-V/def2-TZVPD.

Each line ends with the Löwdin charge.
Cartesian coordinates (Å):
C  -6.243  -1.336  -1.663  -0.08
H  6.180  -0.910  5.307  0.03
N  0.411  0.355  2.846  -0.06
C  -3.180  0.780  1.911  -0.07
H  -1.008  0.558  -6.451  0.11
C  -4.015  2.939  1.252  -0.05
H  -0.001  -2.977  0.597  0.11
H  4.842  -0.160  6.168  0.03
H  -3.496  -3.502  -5.196  0.12
H  -4.614  -5.916  2.641  0.10
C  -2.957  2.125  1.645  -0.28
H  -2.356  -0.601  -8.147  0.11
H  4.544  -2.406  2.588  0.03
C  -1.198  4.519  -4.557  -0.09
C  -1.431  -0.826  -4.877  -0.27
H  4.704  -1.111  1.392  -0.01
H  -3.838  3.986  1.056  0.09
H  -6.818  0.501  -2.609  0.10
C  -4.715  0.438  -2.172  -0.07
C  -1.154  -2.747  -1.191  -0.34
P  -2.590  -2.378  -0.105  1.11
C  -4.262  -5.658  1.651  -0.08
H  -2.357  0.143  2.215  0.07
H  0.086  -3.192  -4.326  0.13
C  -3.262  -4.057  0.145  -0.39
C  -3.010  -2.137  -6.795  -0.07
C  3.116  -0.676  -5.555  -0.07
H  -6.096  3.025  0.787  0.11
H  4.260  -0.301  -2.386  0.11
C  4.999  -1.432  2.390  -0.19
H  1.375  2.368  -4.104  0.10
C  -3.881  -6.249  -0.649  -0.07
H  0.845  2.901  1.867  0.05
C  -2.161  -1.976  -4.557  -0.27
H  4.906  2.188  4.192  0.03
P  -0.456  0.069  -3.605  1.10
H  6.328  1.413  3.489  0.03
C  -5.278  2.391  1.104  -0.07
H  -2.681  0.109  -1.647  0.04
C  -2.941  -2.626  -5.502  0.01
C  -0.149  -0.001  4.011  -0.18
H  -4.759  -7.563  0.804  0.10
C  4.020  -0.604  -4.503  -0.08
H  -3.941  -6.970  -1.453  0.10
C  -0.699  1.807  -4.120  -0.38
H  -2.994  -4.734  -1.877  0.11
C  1.195  -3.382  -1.131  -0.07
C  5.240  1.490  3.420  -0.19
C  1.949  -0.440  5.001  -0.09
H  0.944  3.919  0.512  0.09
H  5.077  -0.747  -4.688  0.10
H  -2.837  1.581  -4.187  0.09
C  1.294  -0.236  -4.036  -0.38
H  -1.391  5.571  -4.716  0.10
C  0.103  4.062  -4.426  -0.08
S  -1.507  3.836  -0.597  0.63
C  1.761  -0.486  -5.324  -0.07
C  -2.255  3.621  -4.474  -0.08
C  -1.092  -2.779  -2.585  -0.30
C  -6.006  -0.079  -2.190  -0.08
H  -4.611  -0.809  1.972  0.10
C  -3.682  -0.304  -1.629  -0.12
C  0.072  -3.155  -3.244  -0.02
H  -3.641  -3.682  2.221  0.10
H  1.067  -0.546  -6.152  0.10
C  -1.528  -0.354  -6.188  -0.09
Rb  -0.409  0.461  -0.072  0.57
O  -2.238  -2.480  -3.275  -0.01
C  0.354  2.712  -4.209  -0.08
C  -2.300  -0.997  -7.142  -0.07
C  3.567  -0.354  -3.216  -0.06
H  1.876  -0.013  -1.968  0.06
H  0.054  -0.659  6.037  0.10
H  -3.275  3.971  -4.573  0.11
C  5.091  -0.831  5.344  -0.20
H  -6.493  0.622  1.234  0.11
N  0.362  3.533  1.236  0.09
C  2.581  -0.090  3.822  -0.26
H  4.700  -1.823  5.583  0.03
H  4.974  1.902  2.448  0.00
C  1.762  0.333  2.735  -0.79
C  0.560  -0.394  5.120  -0.08
C  -3.718  -4.402  1.413  -0.10
C  -5.504  1.043  1.360  -0.09
H  2.538  -0.758  5.853  0.09
C  -3.346  -4.993  -0.886  -0.08
H  -1.085  2.162  2.520  0.11
C  1.213  -3.452  -2.514  -0.06
H  6.084  -1.559  2.418  0.03
C  -4.342  -6.581  0.620  -0.08
H  0.930  4.756  -4.487  0.11
H  2.122  -3.720  -3.037  0.12
H  -3.624  -2.643  -7.528  0.11
H  -5.417  -3.051  -0.688  0.10
Si  4.462  -0.192  3.687  0.49
H  -1.235  0.032  4.046  0.09
C  -2.008  2.277  -4.252  -0.11
C  2.210  -0.181  -2.987  -0.11
H  3.468  -0.876  -6.559  0.10
H  -7.244  -1.750  -1.675  0.10
C  -4.454  0.244  1.774  -0.09
C  -0.928  3.332  0.891  -0.98
C  -5.205  -2.076  -1.107  -0.08
C  0.017  -3.034  -0.487  -0.12
N  -1.642  2.636  1.814  0.03
H  2.088  -3.585  -0.555  0.11
S  2.487  0.842  1.237  0.45
C  -3.909  -1.569  -1.085  -0.37
H  -4.515  1.426  -2.566  0.10

Computed properties:
* HOMO level: -7.001 eV
* relative energy (zero: lowest compared OMol25 entry of this formula, charge and spin): 2.6 kcal/mol
* E_LUMO: 0.013 Eh